(1)
A 2-piece molecular cluster, CH3PSi overall at a distorted geometry, computed with wB97M-V/def2-TZVPD.

```
6
Properties=species:S:1:pos:R:3:forces:R:3:mulliken_charge:R:1
C 0.9109 -0.2629 -0.8339 -4.1 -1.7 2.4 -0.335
Si -0.3585 0.0512 0.5004 -0.8 2.2 -3.0 0.085
P -0.2743 -1.4970 -1.1445 0.8 2.0 0.6 -0.036
H 1.9142 -0.1776 -0.9830 2.5 0.5 -0.9 0.410
H -0.6741 -0.3392 1.8148 0.3 -0.5 1.4 -0.029
H -1.5181 2.2255 0.6462 1.3 -2.5 -0.4 -0.095
```
Forces are in eV/Å.

Its net charge is 0. The multiplicity is 1.


(2)
C2H2FKNaO2 as an isolated structure at a distorted geometry, computed with wB97M-V/def2-TZVPD.

```
9
Properties=species:S:1:pos:R:3:forces:R:3:mulliken_charge:R:1
C 0.8582 -0.3588 -1.0366 -0.2 -0.1 -1.1 1.001
C 2.2135 -0.4683 -0.6350 -0.9 0.0 0.1 -0.457
O 0.6014 -1.5316 -1.3472 0.0 1.1 0.3 -0.585
F 0.1158 0.7369 -1.4113 1.2 -1.3 0.1 -0.262
H -0.3576 -0.0213 1.4320 0.2 -0.2 0.3 0.290
H 2.9015 -0.5056 -1.4941 -0.3 0.3 0.1 0.261
Na -0.2196 -2.8010 0.4761 0.0 0.9 -0.1 0.940
K -2.2199 1.1734 -0.0191 -1.2 1.2 -0.6 0.988
O -0.7584 -0.3665 0.6312 1.3 -1.8 0.8 -1.175
```
Forces are in eV/Å.

Its net charge is +1. The multiplicity is 1.


ΔE to the lowest compared entry with this formula, charge and spin, record by record: 71.9 49.0 kcal/mol
Total energy, record by record: -670.5483 -1089.6872 Eh